[1]
This record from the OMol25 dataset describes a structure of composition C31H25CoINO4PS at a distorted geometry. The level of theory is ωB97M-V with the def2-TZVPD basis set.

For the molar mass, the calculation gives 724.4 g/mol. As for the total charge: +1. Its LUMO energy (spin up / spin down) is -2.9 / -4.9 eV. The spin multiplicity is 5. As for the max |F|: 1.01 eV/A. As for the HOMO-LUMO gap (spin up / spin down): 8.44 / 6.48 eV.

Last column: Mulliken spin population.
Positions of all 65 atoms, in Å:
Co (-0.7032, 1.3921, 0.5768)  2.756
I (-3.2760, 1.3399, 0.5818)  0.068
C (-3.8218, -0.1572, 2.0244)  -0.002
C (-4.9463, 0.1871, 2.7195)  0.009
C (-5.6191, -0.7592, 3.5081)  0.001
C (-5.1889, -2.0513, 3.4935)  0.002
C (-4.0223, -2.4246, 2.7861)  0.002
C (-3.6441, -3.7861, 2.7713)  0.000
C (-2.5309, -4.2012, 2.1025)  0.001
C (-1.6961, -3.2396, 1.5189)  -0.006
C (-1.9934, -1.8938, 1.5443)  0.021
P (-0.5613, -0.8474, 1.0968)  0.016
C (0.0237, -1.6125, -0.4457)  -0.013
C (1.2905, -2.1700, -0.5724)  0.008
C (1.6941, -2.6912, -1.7934)  0.000
C (0.8437, -2.6470, -2.8873)  0.004
C (-0.4226, -2.0894, -2.7629)  -0.004
C (-0.8330, -1.5716, -1.5468)  0.009
C (0.6758, -1.1743, 2.3971)  -0.017
C (1.8681, -0.4455, 2.3190)  0.012
C (2.8449, -0.5942, 3.2887)  -0.003
C (2.6396, -1.4558, 4.3565)  0.004
C (1.4529, -2.1646, 4.4491)  -0.002
C (0.4679, -2.0227, 3.4826)  0.006
C (-3.2370, -1.4507, 2.0902)  0.012
H (-5.3516, 1.1861, 2.6267)  -0.002
H (-6.4942, -0.4644, 4.0696)  0.000
H (-5.7352, -2.8255, 4.0170)  0.000
H (-4.2730, -4.4924, 3.2987)  0.000
H (-2.2616, -5.2480, 2.0672)  0.000
H (-0.7654, -3.5623, 1.0671)  0.001
H (1.9587, -2.1992, 0.2790)  0.000
H (2.6765, -3.1344, -1.8902)  0.000
H (1.1642, -3.0497, -3.8390)  0.000
H (-1.0879, -2.0650, -3.6161)  0.000
H (-1.8285, -1.1516, -1.4462)  -0.005
H (2.0339, 0.2289, 1.4932)  -0.005
H (3.7615, -0.0240, 3.2140)  0.000
H (3.3966, -1.5606, 5.1221)  0.000
H (1.2845, -2.8349, 5.2818)  0.000
H (-0.4616, -2.5607, 3.5955)  0.001
C (3.2770, 2.5402, -6.6187)  -0.001
C (2.6848, 2.5491, -5.2395)  0.014
C (1.3049, 2.6071, -5.0572)  -0.002
C (0.7545, 2.6133, -3.7868)  0.008
C (1.6026, 2.5485, -2.6934)  0.012
C (2.9827, 2.4877, -2.8406)  0.009
C (3.5122, 2.4844, -4.1153)  -0.007
S (0.9156, 2.5414, -1.0849)  -0.015
O (1.2855, 1.2827, -0.4236)  0.075
O (-0.5631, 2.5965, -1.1677)  0.049
N (1.5682, 3.7649, -0.3143)  0.409
C (0.7716, 4.6303, 0.3872)  0.078
C (0.3250, 3.9658, 1.9164)  0.109
O (0.4888, 4.7433, 2.8070)  0.225
O (-0.1350, 2.8013, 1.8467)  0.126
H (2.5295, 2.7868, -7.3698)  0.000
H (3.6797, 1.5528, -6.8511)  0.001
H (4.0953, 3.2561, -6.6933)  0.001
H (0.6491, 2.6561, -5.9167)  0.000
H (-0.3161, 2.6588, -3.6371)  0.000
H (3.6170, 2.4387, -1.9647)  0.001
H (4.5864, 2.4374, -4.2424)  0.000
H (-0.2302, 4.8012, -0.0265)  0.012
H (1.2918, 5.5444, 0.6471)  0.018

***

[2]
This record from the OMol25 dataset describes a structure of composition C31H25F6N2OPW at a distorted geometry. The level of theory is ωB97M-V with the def2-TZVPD basis set.

For the molar mass, the calculation gives 770.4 g/mol. As for the total charge: +2. Its LUMO energy (spin up / spin down) is -7.5 / -7.5 eV. The spin multiplicity is 1. The value obtained for the energy above the lowest of the compared OMol25 structures with the same formula, charge and spin is 136.9 kJ/mol. As for the max |F|: 2.18 eV/A. As for the HOMO-LUMO gap (spin up / spin down): 6.91 / 6.95 eV.

Last column: natural (NBO) charge in e.
Positions of all 67 atoms, in Å:
W (-0.2737, 0.6183, 0.3462)  1.385
C (-2.3012, 2.4500, -4.0503)  -0.167
C (-2.1760, 2.5292, -2.6682)  -0.195
C (-1.5672, 1.4949, -1.9830)  -0.034
C (-1.0981, 0.3699, -2.6747)  -0.355
C (-1.1745, 0.3283, -4.0611)  -0.187
C (-1.7790, 1.3719, -4.7452)  -0.163
P (-0.2485, -0.8617, -1.6194)  0.969
C (-0.1592, -2.4641, -2.4520)  -0.283
C (0.9315, -3.2854, -2.1584)  -0.214
C (1.0492, -4.5093, -2.7880)  -0.195
C (0.0894, -4.9123, -3.7042)  -0.156
C (-1.0082, -4.1085, -3.9691)  -0.177
C (-1.1501, -2.8868, -3.3356)  -0.217
C (1.4062, -0.0810, -1.7405)  -0.292
C (2.4054, -0.3827, -2.6496)  -0.204
C (3.5531, 0.3937, -2.6412)  -0.146
C (3.6644, 1.4613, -1.7649)  -0.193
C (2.6500, 1.7577, -0.8620)  -0.127
C (1.4909, 0.9876, -0.8171)  -0.354
H (-2.7919, 3.2469, -4.5856)  0.246
H (-2.5647, 3.3854, -2.1388)  0.242
H (-1.4715, 1.5774, -0.8459)  0.065
H (-0.7651, -0.5193, -4.5921)  0.237
H (-1.8361, 1.3430, -5.8227)  0.244
H (1.6887, -2.9553, -1.4580)  0.217
H (1.8902, -5.1455, -2.5611)  0.239
H (0.2014, -5.8574, -4.2111)  0.242
H (-1.7584, -4.4369, -4.6714)  0.241
H (-2.0187, -2.2747, -3.5304)  0.236
H (2.2964, -1.2087, -3.3374)  0.242
H (4.3448, 0.1737, -3.3381)  0.244
H (4.5533, 2.0681, -1.7832)  0.242
H (2.7909, 2.6032, -0.2000)  0.197
N (0.5471, 2.4709, 1.4809)  -0.801
C (1.2439, 1.9398, 2.6410)  0.105
C (1.7141, 2.7645, 3.6388)  -0.159
C (2.3940, 2.2369, 4.7430)  -0.175
C (2.6117, 0.8873, 4.8363)  -0.160
C (2.1442, 0.0101, 3.8357)  -0.017
C (2.3527, -1.3849, 3.8855)  -0.045
C (1.8867, -2.1666, 2.8528)  -0.270
C (1.1932, -1.5733, 1.8004)  0.139
N (0.9380, -0.2632, 1.7283)  -0.489
C (1.4377, 0.5456, 2.7219)  0.138
H (1.1567, 3.1391, 0.9994)  0.418
H (-0.2610, 3.0119, 1.8195)  0.433
H (1.5583, 3.8303, 3.5706)  0.242
H (2.7536, 2.9050, 5.5102)  0.253
H (3.1436, 0.4736, 5.6775)  0.245
H (2.8763, -1.8204, 4.7226)  0.250
H (2.0359, -3.2346, 2.8511)  0.260
H (0.8041, -2.1816, 0.9834)  0.225
C (-2.5234, 0.2516, 3.8160)  -0.637
C (-2.6296, 0.6065, 2.3316)  0.109
O (-1.5087, 1.2230, 1.8513)  -0.754
C (-2.8218, -0.6618, 1.4713)  0.960
F (-3.8358, -1.4454, 1.6980)  -0.257
F (-1.6725, -1.4095, 1.5555)  -0.322
F (-2.8292, -0.3203, 0.1416)  -0.308
C (-3.7900, 1.5986, 2.0291)  0.966
F (-5.0035, 1.0913, 2.1416)  -0.289
F (-3.6932, 2.6718, 2.8027)  -0.299
F (-3.6239, 2.0138, 0.7502)  -0.327
H (-1.7178, -0.4661, 3.9598)  0.229
H (-3.4528, -0.1680, 4.1882)  0.256
H (-2.2928, 1.1527, 4.3781)  0.253

***

[3]
This record from the OMol25 dataset describes a structure of composition C31H26BMnN9S2Se. The level of theory is ωB97M-V with the def2-TZVPD basis set.

For the molar mass, the calculation gives 733.5 g/mol. As for the total charge: +1. Its LUMO energy (spin up / spin down) is -3.5 / -3.4 eV. The spin multiplicity is 5. The value obtained for the energy above the lowest of the compared OMol25 structures with the same formula, charge and spin is 0.0 kJ/mol. As for the max |F|: 0.56 eV/A. As for the HOMO-LUMO gap (spin up / spin down): 6.36 / 6.75 eV.

Last column: Mulliken spin population.
Positions of all 71 atoms, in Å:
Mn (-0.0815, 0.0508, 0.1848)  4.297
C (-0.2484, 3.7893, 2.5188)  0.004
C (-1.0320, 3.4187, 3.6041)  0.002
C (-1.4775, 2.1156, 3.7116)  0.005
C (-1.1238, 1.1951, 2.7277)  0.020
N (-0.3798, 1.5690, 1.6764)  -0.031
C (0.0407, 2.8317, 1.5705)  0.038
C (-1.4893, -0.2349, 2.7316)  -0.157
C (-2.1166, -0.8228, 3.8308)  -0.025
C (-2.3142, -2.1922, 3.8741)  0.032
C (-1.8690, -2.9804, 2.8254)  -0.029
C (-1.2594, -2.4035, 1.7167)  0.037
C (-1.0859, -1.0277, 1.6417)  -0.203
H (0.1183, 4.7978, 2.3987)  0.000
H (-1.2961, 4.1454, 4.3606)  0.000
H (-2.0951, 1.8195, 4.5456)  0.000
H (0.6120, 3.0719, 0.6826)  0.003
H (-2.4335, -0.2193, 4.6708)  -0.002
H (-2.7969, -2.6419, 4.7309)  0.001
H (-1.9971, -4.0545, 2.8608)  -0.002
H (-0.9324, -3.0495, 0.9134)  -0.007
C (1.7655, -2.4558, -2.5415)  0.000
N (0.8062, -1.6220, -3.2447)  -0.006
C (0.9596, -1.1403, -4.5209)  -0.008
C (-0.1546, -0.4198, -4.7978)  -0.001
N (-0.9848, -0.4663, -3.7062)  -0.004
B (-2.4579, 0.1339, -3.8532)  -0.008
N (-3.1772, 0.3179, -2.4999)  0.016
C (-4.4289, -0.2081, -2.2608)  0.003
C (-4.8728, 0.2726, -1.0799)  -0.001
N (-3.8784, 1.0957, -0.5930)  0.002
C (-3.9388, 1.8231, 0.6577)  0.005
C (-2.8510, 1.1085, -1.4665)  -0.004
S (-1.3878, 1.9870, -1.2741)  0.047
C (-0.3903, -1.1996, -2.7668)  0.020
S (-1.0111, -1.6294, -1.1987)  -0.110
H (2.7626, -2.2149, -2.9039)  0.000
H (1.5532, -3.5101, -2.7121)  0.001
H (1.6978, -2.2509, -1.4758)  0.005
H (1.8360, -1.3528, -5.1066)  -0.001
H (-0.4405, 0.1183, -5.6834)  -0.001
H (-3.0923, -0.6759, -4.4770)  -0.001
H (-2.3173, 1.1715, -4.4410)  0.001
H (-4.8873, -0.8736, -2.9680)  0.000
H (-5.7887, 0.1149, -0.5401)  0.000
H (-4.9832, 1.9955, 0.9060)  0.000
H (-3.4252, 2.7750, 0.5436)  0.000
H (-3.4702, 1.2491, 1.4565)  0.001
Se (7.7985, -0.1147, -0.3990)  0.000
N (6.6587, -0.5339, 0.9145)  0.000
C (5.4597, -0.2671, 0.4771)  -0.001
C (4.2491, -0.4689, 1.2659)  -0.001
C (4.2824, -0.9317, 2.5797)  0.004
C (3.0938, -1.0871, 3.2567)  0.001
C (1.9025, -0.7917, 2.6019)  0.017
N (1.8548, -0.3511, 1.3471)  0.041
C (3.0106, -0.1830, 0.6891)  0.026
C (2.9132, 0.3480, -0.6776)  -0.005
N (1.6749, 0.6156, -1.1436)  -0.015
C (1.5662, 1.1141, -2.3736)  0.003
C (2.6662, 1.3737, -3.1878)  -0.002
C (3.9273, 1.0963, -2.7194)  0.004
C (4.0623, 0.5656, -1.4350)  -0.005
C (5.3652, 0.2418, -0.8625)  0.000
N (6.4876, 0.3853, -1.5102)  0.000
H (5.2351, -1.1546, 3.0407)  0.000
H (3.0665, -1.4383, 4.2780)  0.000
H (0.9524, -0.9236, 3.1005)  -0.005
H (0.5555, 1.3161, -2.7046)  0.001
H (2.5063, 1.7879, -4.1730)  -0.001
H (4.8122, 1.2790, -3.3143)  0.000

***

Question: Which of these has the highest max |F|?
Answer: C31H25F6N2OPW

***

Question: The highest total charge belongs to which entry?
Answer: C31H25F6N2OPW